{
  "formula": "C42H84ClN10",
  "method": "the ωB97M-V functional and the def2-TZVPD basis",
  "homo_lumo_gap_ha": [0.1154, 0.2658],
  "e_tot_ev": -72300.522,
  "e_homo_ha": [-0.408, -0.559],
  "spin_multiplicity": 2,
  "charge": 4,
  "s_squared": 0.76,
  "e_lumo_ha": [-0.2929, -0.2930],
  "elements": ["C", "C", "C", "C", "N", "C", "C", "C", "C", "C", "H", "H", "H", "H", "H", "H", "H", "H", "H", "H", "H", "H", "H", "H", "H", "H", "H", "H", "H", "H", "C", "C", "C", "C", "N", "C", "C", "C", "C", "C", "H", "H", "H", "H", "H", "H", "H", "H", "H", "H", "H", "H", "H", "H", "H", "H", "H", "H", "H", "H", "C", "C", "N", "C", "C", "N", "C", "C", "H", "H", "H", "H", "H", "H", "H", "H", "H", "H", "H", "C", "C", "N", "C", "C", "N", "C", "C", "H", "H", "H", "H", "H", "H", "H", "H", "H", "H", "H", "C", "C", "N", "C", "C", "N", "C", "C", "H", "H", "H", "H", "H", "H", "H", "H", "H", "H", "H", "C", "C", "N", "C", "C", "N", "C", "C", "H", "H", "H", "H", "H", "H", "H", "H", "H", "H", "H", "Cl"],
  "positions_angstrom": [[-4.6675, -2.2771, -4.3364], [-3.7051, -2.1925, -3.3080], [-3.5298, -0.7023, -2.9142], [-3.0759, -0.6369, -1.4197], [-2.6557, 0.7596, -0.9871], [-3.7554, 1.8402, -1.2744], [-4.9490, 1.6293, -0.2373], [-4.2186, 1.1596, 1.0144], [-2.7728, 0.7701, 0.6252], [-1.3518, 1.1940, -1.5385], [-5.6754, -2.0040, -4.0237], [-4.8266, -3.2249, -4.8507], [-4.3561, -1.5842, -5.1181], [-2.7071, -2.4971, -3.6229], [-3.9816, -2.8651, -2.4960], [-4.4066, -0.1037, -3.1614], [-2.8196, -0.2748, -3.6220], [-2.2091, -1.2621, -1.2057], [-3.9020, -1.0756, -0.8599], [-3.4492, 2.8612, -1.0465], [-4.1234, 1.6919, -2.2896], [-5.6226, 2.4420, 0.0343], [-5.6638, 0.8754, -0.5670], [-4.1267, 1.9888, 1.7159], [-4.7746, 0.3783, 1.5326], [-2.1453, 1.6393, 0.8220], [-2.3189, -0.1524, 0.9871], [-1.1626, 2.1861, -1.1286], [-1.4374, 1.0531, -2.6160], [-0.7046, 0.3888, -1.1906], [1.4912, 1.6795, -2.0474], [2.1383, 3.0778, -2.1070], [1.1609, 4.1869, -2.2752], [1.4468, 5.6299, -1.8991], [0.0993, 6.4515, -1.6796], [0.3697, 7.8089, -1.0090], [-0.9602, 8.3193, -0.3383], [-1.7669, 7.0294, -0.0472], [-0.8957, 5.8161, -0.6084], [-0.7134, 6.6232, -2.9772], [0.6540, 1.6494, -2.7448], [1.3165, 1.4855, -0.9891], [2.1411, 0.9338, -2.5053], [2.7415, 3.2270, -3.0025], [2.8494, 3.1362, -1.2829], [0.1934, 3.7965, -1.9599], [0.8260, 4.3098, -3.3052], [1.9866, 6.1683, -2.6781], [1.9514, 5.7319, -0.9383], [0.5981, 8.5685, -1.7566], [1.1877, 7.7552, -0.2905], [-1.4305, 9.0305, -1.0173], [-0.7265, 8.7658, 0.6282], [-2.7132, 7.0646, -0.5869], [-2.0386, 6.8753, 0.9971], [-1.5163, 5.0408, -1.0576], [-0.2092, 5.4518, 0.1559], [-0.0418, 6.4718, -3.8222], [-1.0608, 7.6564, -2.9829], [-1.6109, 6.0056, -3.0111], [0.2602, -1.2714, 4.8200], [-0.4307, -0.6915, 3.5686], [-1.7069, -0.0750, 3.9153], [-1.8605, 1.2717, 4.2521], [-3.2514, 1.3570, 4.6493], [-3.8907, 0.1706, 4.1892], [-2.9298, -0.7638, 3.8897], [-5.2994, -0.0890, 4.1808], [0.2848, -0.4836, 5.5729], [1.2308, -1.7417, 4.6623], [-0.4779, -1.9072, 5.3090], [-0.5802, -1.5123, 2.8672], [0.2088, 0.0331, 3.0646], [-1.0025, 1.9196, 4.3540], [-3.7862, 2.1798, 5.1003], [-3.1441, -1.7479, 3.4997], [-5.8036, 0.1478, 3.2439], [-5.8650, 0.5569, 4.8523], [-5.5100, -1.1387, 4.3856], [4.6232, -0.3526, -2.5318], [5.1502, 0.8251, -1.7110], [5.2785, 0.4105, -0.2406], [6.4342, 0.3725, 0.5280], [6.0604, 0.0207, 1.8479], [4.6672, -0.0783, 1.8462], [4.2168, 0.0539, 0.5459], [3.7238, -0.3469, 2.9528], [4.2167, -0.1310, -3.5186], [3.9474, -0.9968, -1.9692], [5.4591, -1.0431, -2.6434], [4.3230, 1.5331, -1.6604], [6.0374, 1.4159, -1.9392], [7.4286, 0.5942, 0.1696], [6.6180, -0.2000, 2.7461], [3.2143, -0.0015, 0.1482], [4.1878, -0.8457, 3.8037], [2.7775, -0.8494, 2.7529], [3.3743, 0.6511, 3.2175], [8.0588, -4.4782, 0.0824], [7.0450, -3.2246, 0.1004], [6.0460, -3.3284, 1.1687], [6.2234, -3.4904, 2.4787], [5.0038, -3.8512, 3.1397], [4.0620, -3.8654, 2.1491], [4.7041, -3.6088, 0.9481], [2.6102, -4.0395, 2.2848], [8.6930, -4.4541, 0.9685], [8.8065, -4.5390, -0.7083], [7.6513, -5.4884, 0.1221], [6.5229, -3.2613, -0.8557], [7.5303, -2.2495, 0.1408], [7.1932, -3.4795, 2.9539], [4.7064, -4.0644, 4.1559], [4.1391, -3.7026, 0.0325], [2.2822, -3.6398, 3.2444], [2.2664, -5.0736, 2.3027], [2.1651, -3.5457, 1.4210], [-5.8643, -4.6195, -0.4772], [-4.6594, -5.4264, -0.1366], [-3.4012, -4.8264, -0.4223], [-2.5385, -4.2164, 0.4494], [-1.3389, -4.0527, -0.1840], [-1.4622, -4.5827, -1.4666], [-2.7630, -5.0614, -1.5724], [-0.4211, -4.6901, -2.3974], [-5.9293, -4.6834, -1.5634], [-5.9652, -3.5480, -0.3044], [-6.7867, -5.1536, -0.2489], [-4.6303, -6.3371, -0.7348], [-4.5182, -5.8033, 0.8764], [-2.9996, -4.1306, 1.4222], [-0.3596, -3.7351, 0.1422], [-3.0431, -5.4576, -2.5373], [-0.0703, -3.7283, -2.7715], [-0.7498, -5.2997, -3.2391], [0.4386, -5.1959, -1.9578], [0.7944, -1.0652, 0.4931]],
  "forces_ev_per_a": [[-2.5174, -0.1858, -3.5402], [2.1549, 0.5552, 2.3512], [0.7244, -0.5352, 0.7862], [-0.0995, 0.7193, -1.9172], [-3.9083, 1.0461, 2.3764], [-2.0426, -0.7931, 0.5975], [0.7865, -1.1663, -0.5118], [0.5191, -0.3894, 0.2890], [0.6575, 0.8910, -1.4584], [-1.0224, -1.8948, 0.5937], [0.0285, 0.3002, 0.1777], [0.4265, -0.2838, 0.2111], [-0.3863, 0.0871, -0.3441], [0.0781, -0.3728, -0.1622], [0.0370, 0.3234, 0.6119], [-0.4758, -0.3577, 0.6555], [0.5079, -0.0791, 0.1860], [0.1536, -0.0290, -0.2201], [-0.0053, 0.7417, 0.5664], [0.9570, -0.2716, -0.4675], [0.4048, 0.4653, 0.0312], [0.6225, 0.6458, -0.6276], [0.3026, -0.2947, -0.3092], [0.0245, -0.1012, 0.1332], [0.3210, -0.1231, -0.1299], [0.3038, -0.3104, 0.5361], [-0.1561, 0.1051, 0.1560], [0.3288, -0.2323, -0.4252], [0.1367, 0.8023, -0.0140], [0.7489, 0.5612, 0.2115], [0.9064, 0.9739, -0.8189], [1.5245, -0.3652, -1.2061], [-2.5548, 0.7742, -0.5818], [-1.5053, 0.5818, 1.3517], [-1.1527, -0.5527, 0.7277], [-0.8095, 1.0741, -0.2797], [1.0465, -1.5088, 0.2354], [0.2511, -0.7506, -1.4522], [0.6032, 1.6246, 0.1620], [0.7005, 0.8173, 0.5427], [-0.3548, 0.0583, 0.5645], [-0.5985, -0.5739, -0.3723], [0.3283, -0.1133, 0.5121], [0.5799, -0.7293, -0.0399], [-0.2563, 0.6057, 0.3001], [-0.1853, 0.5508, 1.2591], [0.7167, -0.5847, -0.7159], [0.0321, 0.0021, 0.1471], [0.1405, 0.0128, -0.0857], [0.5648, -0.4464, -0.2278], [-0.0529, -0.4688, -0.1762], [-0.2828, -0.1379, 0.3789], [0.0982, 0.4482, -0.3690], [-0.0140, -0.1088, -0.0504], [0.3693, 0.0082, -0.0268], [0.4017, -0.0004, 0.0143], [-0.2836, -0.2970, 0.0682], [-0.2440, -0.0596, 0.0165], [0.0581, -0.0553, -0.1603], [0.4419, -0.3007, 0.0835], [-1.4045, 0.8802, 0.4155], [0.1207, -0.3774, 0.6172], [1.1901, -0.1746, -1.2396], [-4.1992, -1.4439, 1.6579], [2.7488, -0.3621, -2.2933], [0.1202, 1.8791, 1.4220], [0.5391, -0.1562, -0.1256], [-0.7021, 0.1566, 0.1131], [0.7786, 0.2569, -0.0513], [-0.1289, -0.0188, 0.0109], [0.3150, -0.7713, -0.2325], [-0.2669, 0.1993, -0.2243], [-0.1219, 0.1040, -0.0394], [-0.2789, 0.0072, 0.2168], [-0.0543, -0.1077, -0.2252], [0.2952, 0.1853, -0.0956], [0.3356, -0.1219, -0.6149], [0.4188, -0.2135, 0.5552], [0.0653, 0.0816, 0.2874], [1.7713, -0.9887, 0.1809], [-1.9458, 0.1311, 1.7223], [-0.1288, -0.6223, 0.8479], [-1.0003, -0.6096, 2.0749], [-0.8682, 0.6202, -2.0518], [-0.7238, -1.4026, -2.8421], [2.4046, 1.1821, 0.6380], [-0.1104, 1.1346, 0.7377], [0.1083, 0.2987, 0.2328], [-0.5789, 0.6333, 0.1353], [0.2135, -0.0386, -0.6029], [0.2093, 0.3455, -0.0717], [0.1111, -0.7066, -0.4708], [-0.1968, 0.0172, -0.1831], [0.1094, 0.3361, -0.1562], [-0.4058, -0.1675, 0.5102], [0.3254, 0.2626, -0.2183], [0.4136, -0.4262, -1.1240], [0.1819, -0.0341, 0.6625], [0.2393, 0.7108, 1.2087], [1.2928, -1.8303, -1.1958], [-3.6973, -1.4508, -0.9396], [-0.7549, -1.0675, 3.6694], [1.6644, 1.0444, -1.9491], [1.9071, 0.2419, -2.0503], [-0.2729, 0.0735, 1.7090], [-0.2084, -0.2282, -0.1127], [-0.0582, 0.2794, 0.2496], [-0.4614, 0.7804, -0.4644], [-0.9092, 0.3296, -0.1520], [-0.3327, 0.1452, 0.1818], [0.2226, -0.2767, 0.3159], [0.0136, 0.2268, -0.1647], [0.4938, 0.1046, 0.0273], [0.5052, 0.3498, -0.2104], [0.0711, 0.4491, -0.2734], [0.6150, -0.2328, -0.1787], [-0.2695, 0.2847, 0.3846], [-1.1605, -0.1391, -1.7409], [-0.2374, -1.3187, 1.0630], [2.1821, 0.1056, -2.5791], [-0.4306, -0.2638, 0.0456], [0.0110, -0.5024, -0.2396], [-3.9153, -0.0555, 2.7128], [3.0141, 1.3630, -0.2504], [1.4529, -0.4551, -1.6033], [0.1045, 0.2308, -0.4020], [0.4261, -0.2021, 0.8701], [0.0967, 0.1479, 0.7188], [-0.5303, -0.0595, 0.0412], [-0.7071, 0.2635, 0.2920], [0.9211, 0.5921, 0.3162], [-0.2947, 0.4086, 0.1993], [-0.7469, -0.3103, 0.3906], [-0.2526, 0.0993, 0.0806], [0.0364, 0.0986, -0.0180], [-0.0836, -0.0524, 0.0906], [0.3141, -0.1545, -0.3629]]
}